51
Properties=species:S:1:pos:R:3 method="wB97M-V/def2-TZVPD" e_above_lowest_kj_mol=79.1 orbital_gap_ev=9.50 e_homo_ev=-8.870 multiplicity=1 e_lumo_ev=0.63 total_energy_ev=-38969.01890
C -0.985 -0.158 4.617
C 0.403 0.195 4.098
C 0.370 0.725 2.662
N -0.106 -0.266 1.737
C -1.317 -0.400 1.124
C -2.504 0.461 1.358
C -3.181 0.851 0.039
C -2.268 1.645 -0.856
C -1.710 2.843 -0.425
C -0.865 3.566 -1.246
C -0.577 3.110 -2.520
C -1.139 1.927 -2.965
C -1.972 1.196 -2.135
N -1.298 -1.438 0.328
N -0.092 -2.011 0.403
C 0.619 -1.313 1.240
S 2.265 -1.676 1.725
C 3.187 -0.593 0.556
C 2.253 -0.145 -0.556
O 1.739 0.962 -0.519
N 2.035 -1.025 -1.537
C 1.038 -0.756 -2.559
C 0.523 -2.141 -2.921
C 1.790 -2.986 -2.815
C 2.473 -2.410 -1.575
H -1.635 0.715 4.606
H -0.921 -0.525 5.638
H -1.438 -0.936 4.006
H 0.851 0.963 4.731
H 1.044 -0.688 4.135
H -0.278 1.602 2.593
H 1.373 1.024 2.347
H -3.218 -0.095 1.972
H -2.211 1.354 1.911
H -3.491 -0.059 -0.473
H -4.072 1.443 0.270
H -1.943 3.222 0.561
H -0.430 4.489 -0.890
H 0.083 3.674 -3.162
H -0.923 1.565 -3.960
H -2.395 0.264 -2.481
H 4.034 -1.172 0.197
H 3.535 0.280 1.108
H 0.276 -0.089 -2.155
H 1.515 -0.265 -3.416
H 0.069 -2.174 -3.909
H -0.202 -2.464 -2.173
H 1.584 -4.048 -2.706
H 2.416 -2.837 -3.697
H 3.564 -2.475 -1.637
H 2.131 -2.934 -0.677